No. 1
15
Properties=species:S:1:pos:R:3:forces:R:3 method="wB97M-V/def2-TZVPD" smiles=O.O.O.O.O total_energy_ha=-382.15976 charge=0
O 23.837000 29.473000 27.866000 -2.6 -2.2 -2.0
H 24.304000 28.680000 28.059000 0.5 -1.5 -0.1
H 24.346000 30.048000 28.325000 2.1 3.5 2.2
O 22.417000 24.880000 28.628000 1.4 0.3 -0.6
H 21.643000 24.939000 29.154000 -1.2 -0.1 0.8
H 22.403000 24.032000 28.187000 -0.1 -0.2 -0.1
O 21.618000 27.463000 27.721000 0.1 1.9 0.0
H 22.233000 26.844000 28.046000 0.6 -3.0 0.5
H 22.211000 28.192000 27.975000 -0.9 1.2 -0.3
O 19.286000 27.052000 29.535000 -1.5 2.2 0.0
H 18.864000 27.940000 29.348000 -0.4 -1.2 1.5
H 19.782000 27.199000 28.750000 2.0 -1.1 -1.4
O 22.347000 27.344000 25.060000 -2.8 1.6 2.1
H 22.049000 27.481000 26.057000 1.1 -0.8 -2.7
H 23.156000 26.899000 24.985000 1.7 -0.9 0.3

No. 2
44
Properties=species:S:1:pos:R:3:forces:R:3 method="wB97M-V/def2-TZVPD" smiles="Cc1ccc([C@H](c2c(C)[nH]c3ccccc23)n2cnc([N+](=O)[O-])c2)cc1" total_energy_ha=-1142.32508 charge=0
C -4.993987 -1.137942 -1.219416 -0.4 0.1 0.3
C -3.707011 -0.370507 -1.131182 0.2 0.6 -0.5
C -2.665473 -0.601083 -2.030716 0.9 0.0 0.5
C -1.407628 0.010820 -1.847861 -0.1 -0.1 0.7
C -1.179981 0.835827 -0.715745 -0.5 0.8 0.0
C 0.160982 1.284404 -0.081216 -0.2 1.2 -0.3
C 1.385663 0.735299 -0.743097 0.1 0.2 -0.6
C 2.571526 1.383941 -1.087311 -1.1 -1.1 1.0
C 2.895332 2.823463 -1.184731 0.3 0.6 0.1
N 3.523984 0.423183 -1.293023 0.2 0.0 -0.5
C 2.976686 -0.853144 -1.192261 -0.6 0.9 0.5
C 3.618678 -2.061165 -1.018671 0.3 -0.3 -0.6
C 2.822728 -3.164222 -0.734806 0.4 -0.3 -0.1
C 1.442153 -3.034279 -0.542360 -0.5 0.7 -0.3
C 0.806940 -1.783419 -0.618521 0.3 -1.1 0.2
C 1.581020 -0.678516 -0.956224 1.2 0.2 1.1
N 0.173901 1.057382 1.438552 0.5 -0.8 0.1
C 1.221975 1.461963 2.235470 0.6 -0.1 1.5
N 1.107317 1.095725 3.507878 -1.4 -0.2 -1.1
C -0.112842 0.414973 3.556414 1.4 1.3 -2.4
N -0.643421 -0.036052 4.801737 -1.3 -1.0 1.1
O -1.786446 -0.581815 4.762452 2.4 1.1 0.1
O 0.028934 0.132351 5.823873 -1.2 -0.3 -1.6
C -0.668839 0.372982 2.257059 -0.2 -0.6 2.0
C -2.325512 1.332391 -0.082000 -0.6 -0.6 0.2
C -3.566426 0.713358 -0.254391 0.4 -0.8 0.0
H -5.689493 -0.703382 -0.483711 0.0 -0.3 -0.4
H -5.424126 -1.037617 -2.228019 0.0 -0.2 0.4
H -4.898108 -2.208827 -0.969549 0.2 0.4 -0.2
H -2.770109 -1.392791 -2.777328 0.0 0.4 0.0
H -0.611117 -0.225962 -2.550517 0.0 -0.1 0.4
H 0.237459 2.391499 -0.016995 -0.2 -0.5 -0.9
H 1.961353 3.402549 -1.267087 0.5 -0.1 -0.1
H 3.464633 3.201531 -0.312658 -0.3 -0.2 -0.3
H 3.538620 3.007068 -2.066849 -0.5 0.0 0.3
H 4.490176 0.656219 -1.476586 -0.2 -0.3 -0.1
H 4.705612 -2.101064 -1.147845 -0.4 -0.3 0.1
H 3.286439 -4.153222 -0.650016 -0.2 0.4 0.0
H 0.845782 -3.917154 -0.341183 0.1 0.1 0.1
H -0.247275 -1.666927 -0.359209 0.4 -0.2 -0.1
H 2.113761 2.036032 1.939406 -0.8 -0.4 -0.4
H -1.597121 -0.121126 2.001139 0.3 0.3 -0.4
H -2.271531 2.139942 0.645398 0.2 -0.2 0.0
H -4.395225 0.917307 0.411712 0.0 0.4 -0.1

No. 3
16
Properties=species:S:1:pos:R:3:forces:R:3 method="wB97M-V/def2-TZVPD" total_energy_ha=-648.45115 charge=-1
C -2.192591 -0.179974 0.962232 -0.6 -0.8 -0.5
S -2.459099 1.302309 -0.057559 -0.2 0.0 0.2
C -0.725040 1.732801 -0.320537 0.4 -0.2 0.2
H -2.926856 -0.972685 0.777390 -0.5 0.5 -0.4
H -2.361363 0.053411 2.020107 0.9 0.0 -0.1
H -1.275576 -0.707348 0.592231 0.1 0.8 1.0
H -0.180187 1.748363 0.625612 -0.2 -0.2 0.1
H -0.273039 0.946559 -0.929186 0.2 0.4 0.0
H -0.605011 2.745079 -0.724374 -0.3 -0.3 -0.3
N 2.059238 -0.104277 -0.855362 -0.3 0.7 1.1
C 1.473349 -1.406539 -0.274336 1.7 -1.8 -2.4
O 0.379522 -1.393832 0.403477 -0.3 0.7 0.2
H 2.280642 0.422569 -0.002330 -0.3 0.3 -0.2
H 3.002166 -0.322265 -1.174697 -0.1 -0.3 -0.3
H 1.435015 -2.030558 -1.321363 0.0 0.5 1.5
H 2.368824 -1.833607 0.278700 -0.3 -0.2 0.0

What are the HOMO level values for these records? In order: -10.4, -8.2, -3.0 eV.
What are the relative energy (zero: lowest compared OMol25 entry of this formula, charge and spin) values for these records? In order: 169.1, 525.9, 211.1 kJ/mol.
What are the frontier orbital gap values for these records? In order: 10.7, 8.2, 6.5 eV.